# 1
DFT (ωB97M-V/def2-TZVPD) results for 7 unconnected molecules or ions with the total composition C44H55BrFN7O3 at a distorted geometry.

Structure (XYZ):
```
111
Properties=species:S:1:pos:R:3:mulliken_charge:R:1
Br 3.42 0.75 1.08 -0.080
F 5.40 -1.98 1.15 -0.361
O 3.70 -0.28 -1.46 -0.478
O 2.36 -1.95 1.35 0.409
O 1.88 0.32 -2.60 -0.600
N 3.35 -3.20 -0.39 -0.515
N -3.65 4.07 -0.20 -0.334
N -8.51 5.47 0.62 -0.397
N 2.77 -6.42 -3.60 -0.528
N 3.19 -1.27 -7.30 -0.532
N 4.66 0.04 6.18 -0.606
N -5.78 0.23 0.79 -0.345
C -9.19 6.22 1.48 -0.236
C -2.00 5.70 1.34 -0.156
C -6.93 7.26 0.40 -0.509
C -3.32 5.49 1.70 -0.813
C -0.63 -1.59 4.29 -1.808
C 4.89 -1.18 4.13 0.235
C 5.38 -0.91 6.78 -0.261
C 2.13 -3.21 2.00 -0.627
C 5.89 -2.01 6.12 -0.475
C -4.10 4.66 0.90 0.010
C 0.33 -1.17 -0.49 -1.036
C 3.89 1.22 -6.25 -0.326
C -2.38 4.28 -0.54 -0.275
C -6.87 -0.45 1.12 -0.227
C 4.61 0.66 -7.30 -0.350
C 2.81 -1.91 0.03 0.493
C 2.82 0.51 -5.73 -0.403
C -8.15 0.07 1.05 -0.568
C 2.73 -6.60 -4.92 -0.317
C 5.33 -1.12 0.05 0.436
C 3.86 -0.74 -0.13 -0.414
C 2.90 -4.06 -4.00 -0.037
C -2.35 -0.83 0.88 -0.452
C 2.51 -0.72 -6.29 -0.151
C 2.85 -5.16 -3.16 -0.351
C 4.22 -0.58 -7.79 -0.315
C 6.32 0.01 0.24 -1.551
C 2.36 -0.38 -1.77 0.202
C -7.41 5.99 0.09 -0.178
C 0.48 -1.61 3.24 1.406
C 2.85 -4.26 -5.37 -0.357
C 1.73 -1.50 -1.01 0.322
C -7.18 2.09 0.24 -0.367
C -0.49 -2.35 0.00 -0.472
C 2.77 -5.56 -5.84 -0.449
C -8.80 7.50 1.85 -0.399
C -5.94 1.48 0.35 -0.279
C 5.65 -2.15 4.76 -0.466
C 4.43 -0.10 4.87 -0.460
C -7.65 8.03 1.30 -0.272
C 1.21 -2.96 3.21 -1.140
C -1.52 5.09 0.19 -0.473
C -1.99 -2.06 0.04 -0.751
C -8.31 1.37 0.60 -0.374
H 4.76 -1.04 -8.60 0.350
H 4.17 2.18 -5.84 0.402
H 5.60 -1.71 -0.84 0.425
H 2.96 -3.06 -3.59 0.350
H 0.46 -3.75 3.24 0.291
H 3.85 0.68 4.40 0.366
H 7.27 -0.22 -0.25 0.371
H -0.30 -3.21 -0.67 0.624
H -9.40 8.07 2.56 0.356
H 1.68 -3.92 1.30 0.300
H -2.51 -2.93 0.46 0.374
H 5.45 1.17 -7.74 0.358
H -9.00 -0.53 1.34 0.374
H 2.72 -5.76 -6.90 0.407
H -7.26 3.11 -0.11 0.257
H 0.42 -0.40 0.28 0.275
H 6.03 -3.00 4.21 0.406
H -2.03 3.78 -1.44 0.419
H -1.36 6.34 1.93 0.393
H 3.09 -3.63 2.32 0.418
H 6.50 0.14 1.31 0.353
H -3.74 5.95 2.58 0.384
H -5.03 2.01 0.09 0.619
H -0.20 -0.70 -1.34 0.682
H -5.13 4.46 1.16 0.464
H -6.71 -1.47 1.48 0.374
H 5.93 0.95 -0.16 0.368
H -10.09 5.78 1.90 0.345
H 4.06 -3.53 0.26 0.253
H -1.91 0.08 0.45 0.197
H 0.07 -1.40 2.25 -0.697
H 2.66 -7.62 -5.26 0.360
H -7.31 9.02 1.57 0.380
H -0.17 -2.66 1.00 -0.149
H -6.87 5.36 -0.60 0.534
H -1.96 -0.93 1.90 -0.071
H 1.80 -3.06 4.14 0.510
H 1.67 -1.29 -5.91 0.529
H -0.25 -1.91 5.27 0.410
H 2.86 -5.02 -2.09 0.558
H -0.49 5.22 -0.13 0.375
H -2.37 -1.93 -0.98 0.365
H -1.44 -2.28 4.01 0.354
H -6.02 7.62 -0.05 0.403
H 3.80 -3.09 -1.29 0.408
H 5.56 -0.77 7.84 0.339
H 4.67 -1.24 3.07 0.466
H 1.67 -2.31 -1.75 0.244
H 2.89 -3.42 -6.06 0.380
H 1.20 -0.82 3.45 0.166
H -1.05 -0.59 4.41 0.404
H -3.43 -0.67 0.93 0.293
H 6.47 -2.75 6.66 0.378
H 2.23 0.90 -4.91 0.439
H -9.29 1.83 0.53 0.422
```

Its SMILES is CCCCO[C@@]1(N)[C@@H](CCCC)C(=O)O[C@]1(Br)[C@@H](C)F.c1ccncc1.c1ccncc1.c1ccncc1.c1ccncc1.c1ccncc1.c1ccncc1. For the HOMO energy, the calculation gives -0.345 Ha. The calculation puts the lowest unoccupied orbital energy at 0.43 eV. The orbital gap comes out at 9.820 eV. The calculation puts the calculated total energy at -135852.8669 eV. The charge is 0. Its multiplicity is 1.

=====

# 2
DFT (ωB97M-V/def2-TZVPD) results for 2 unconnected molecules or ions with the total composition H4N2O3S at a distorted geometry.

Structure (XYZ):
```
10
Properties=species:S:1:pos:R:3:mulliken_charge:R:1
S 0.04 0.63 -0.86 0.965
O 1.15 -0.45 0.98 -0.378
O -0.98 1.22 -0.01 -0.541
O 0.79 1.35 -1.84 -0.505
N -0.70 -0.70 -1.62 -0.499
N 0.57 0.04 2.04 -0.155
H -0.48 -0.10 2.12 0.284
H -0.27 -1.44 -2.22 0.281
H 1.05 0.85 2.37 0.260
H -1.17 -1.41 -0.96 0.286
```

For the HOMO energy (spin up / spin down), the calculation gives -0.347 / -0.320 Ha. The calculation puts the lowest unoccupied orbital energy (spin up / spin down) at -0.89 / -0.28 eV. The orbital gap (spin up / spin down) comes out at 8.551 / 8.423 eV. For the energy above the lowest of the compared OMol25 structures with the same formula, charge and spin, the calculation gives 187.93 kJ/mol. The calculation puts the calculated total energy at -20018.4210 eV. The charge is 0. Its multiplicity is 1.

=====

# 3
DFT (ωB97M-V/def2-TZVPD) results for 3 unconnected molecules or ions with the total composition C3H16N2O2 at a distorted geometry.

Structure (XYZ):
```
23
Properties=species:S:1:pos:R:3:mulliken_charge:R:1
O 2.87 1.13 3.84 -0.708
O -1.71 0.90 -3.76 -0.648
N -2.31 -0.47 -1.47 -0.418
N 1.69 -0.22 1.58 -0.365
C -0.47 -0.24 0.35 -0.704
C 1.07 0.12 0.21 -0.585
C -0.94 -1.08 -1.02 -0.529
H -0.37 -0.91 -1.96 0.364
H 2.62 -0.62 1.47 0.340
H -2.63 -0.11 -0.49 0.396
H -0.65 -0.69 1.33 0.437
H -1.14 0.66 0.38 0.403
H 1.16 1.12 -0.19 0.351
H 1.19 -1.10 1.79 0.398
H -0.91 -2.16 -0.81 0.328
H 1.64 -0.57 -0.38 0.394
H -2.18 0.92 -4.61 0.334
H 1.51 0.44 2.42 0.371
H 2.24 1.32 4.64 0.355
H -1.06 1.62 -3.71 0.325
H -3.03 -1.29 -1.58 0.429
H 3.73 1.12 4.41 0.348
H -2.31 0.12 -2.44 0.384
```

For the HOMO energy, the calculation gives -0.659 Ha. The calculation puts the lowest unoccupied orbital energy at -6.30 eV. The orbital gap comes out at 11.641 eV. For the energy above the lowest of the compared OMol25 structures with the same formula, charge and spin, the calculation gives 265.50 kJ/mol. The calculation puts the calculated total energy at -10428.3295 eV. The charge is +2. Its multiplicity is 1.

=====

# 4
DFT (ωB97M-V/def2-TZVPD) results for 2 unconnected molecules or ions with the total composition C3H10N3 at a distorted geometry.

Structure (XYZ):
```
16
Properties=species:S:1:pos:R:3:mulliken_charge:R:1
N -2.18 -0.58 0.63 -0.378
N 1.11 -0.46 0.51 -0.124
N -2.40 1.26 -0.59 -0.375
C 1.63 0.84 0.36 -0.963
C 1.84 -1.40 -0.17 -0.813
C -1.61 0.35 -0.11 0.387
H -3.48 1.23 -0.65 0.257
H 1.91 1.00 -0.67 0.418
H 2.92 -1.09 -0.17 0.369
H -3.25 -0.54 0.69 0.238
H 1.64 -2.41 0.17 0.298
H -1.98 1.96 -1.23 0.284
H -1.49 -1.37 0.92 0.321
H 2.54 1.04 0.86 0.404
H 0.91 1.54 0.74 0.295
H 1.90 -1.36 -1.26 0.382
```

For the HOMO energy (spin up / spin down), the calculation gives -0.475 / -0.530 Ha. The calculation puts the lowest unoccupied orbital energy (spin up / spin down) at -7.15 / -4.80 eV. The orbital gap (spin up / spin down) comes out at 5.774 / 9.622 eV. For the energy above the lowest of the compared OMol25 structures with the same formula, charge and spin, the calculation gives 615.89 kJ/mol. The calculation puts the calculated total energy at -7731.8812 eV. The charge is +1. Its multiplicity is 1.

=====

# 5
DFT (ωB97M-V/def2-TZVPD) results for C6H5Cl in the gas phase at a distorted geometry.

Structure (XYZ):
```
12
Properties=species:S:1:pos:R:3:mulliken_charge:R:1
Cl -3.13 -0.09 0.02 -0.223
C 1.59 -0.30 0.24 -0.711
C -0.82 1.30 -0.04 -0.542
C -0.20 2.32 -0.28 0.026
C -0.77 -1.27 -0.14 -0.278
C -1.37 -0.06 -0.05 0.537
C 0.61 -1.08 -0.30 -0.315
H -1.41 -2.21 0.15 0.291
H 1.55 0.48 0.94 0.378
H 2.72 -0.41 0.01 0.203
H 0.32 3.35 0.05 0.301
H 0.90 -2.03 -0.61 0.333
```

Its SMILES is C#C/C(Cl)=C\C=C. For the HOMO energy, the calculation gives -0.314 Ha. The calculation puts the lowest unoccupied orbital energy at -0.18 eV. The orbital gap comes out at 8.371 eV. For the energy above the lowest of the compared OMol25 structures with the same formula, charge and spin, the calculation gives 204.06 kJ/mol. The calculation puts the calculated total energy at -18820.2249 eV. The charge is 0. Its multiplicity is 1.

=====

# 6
DFT (ωB97M-V/def2-TZVPD) results for a molecular structure, C17H33KN4O7P2 at a distorted geometry.

Structure (XYZ):
```
64
Properties=species:S:1:pos:R:3:mulliken_charge:R:1
K -0.99 0.29 0.18 1.378
P -1.47 2.97 -1.72 0.712
P -0.53 0.47 -2.96 0.277
O -2.48 2.18 -3.99 -0.672
O -2.15 4.38 -2.05 -0.554
O -2.21 2.12 -0.75 -0.824
O 0.09 -0.14 -4.16 -0.863
O 0.23 0.73 -1.69 -0.590
O -1.84 -0.38 -2.50 -0.464
O -0.06 3.49 -1.24 -0.644
N 2.80 0.59 0.63 -0.301
N 3.09 0.92 -1.54 0.116
N -2.07 1.74 2.30 -0.448
N 0.30 -0.23 2.72 -0.142
C 2.86 0.02 -0.55 -0.211
C -1.17 -3.33 1.40 0.640
C 0.85 0.92 3.45 -0.425
C -0.23 -3.36 -0.84 0.962
C -0.40 -3.44 -2.34 -1.595
C -0.22 1.87 3.97 -0.788
C -1.04 2.60 2.91 -0.456
C 1.05 -3.36 -0.28 -0.516
C -1.33 -3.33 0.02 -0.846
C -0.18 2.94 -4.17 -1.555
C 1.24 -3.35 1.10 0.730
C -1.20 2.16 -3.34 1.168
C 2.62 -3.36 1.70 -1.642
C 3.14 2.16 -0.96 -0.758
C -2.38 -3.33 2.30 -1.756
C 0.11 -3.35 1.92 -0.360
C 2.96 1.94 0.38 -0.252
H 3.12 -4.32 1.54 0.445
H 1.51 1.46 2.76 0.037
H -2.33 -3.34 -0.41 0.280
H -2.81 1.54 2.97 0.198
H -0.38 2.93 2.11 0.198
H 1.49 0.62 4.29 0.395
H -2.77 -4.34 2.44 0.379
H 0.81 2.94 -3.72 0.252
H 3.26 -2.59 1.25 0.298
H -0.90 1.34 4.65 0.326
H 0.25 -3.36 3.00 0.459
H -0.10 2.45 -5.15 0.394
H 0.01 -2.58 -2.87 0.265
H 1.05 -0.79 2.34 0.060
H -0.50 3.97 -4.30 0.396
H -3.19 -2.73 1.89 0.363
H 3.31 3.06 -1.53 0.448
H -2.14 -2.94 3.29 0.356
H -2.16 -0.96 -3.20 0.299
H -2.51 2.21 1.51 0.203
H 2.97 2.67 1.17 0.445
H 0.28 2.62 4.58 0.390
H -2.40 1.69 -4.82 0.416
H -0.22 -0.83 3.35 0.149
H 2.59 -3.18 2.77 0.309
H -1.46 3.51 3.34 0.384
H -3.00 4.27 -2.49 0.400
H 2.71 -1.03 -0.76 0.211
H 3.01 0.71 -2.52 0.317
H 0.10 -4.33 -2.73 0.431
H 0.56 2.73 -1.15 0.329
H 1.91 -3.38 -0.93 0.529
H -1.46 -3.52 -2.60 0.318
```

For the HOMO energy, the calculation gives -0.326 Ha. The calculation puts the lowest unoccupied orbital energy at 0.28 eV. The orbital gap comes out at 9.160 eV. For the energy above the lowest of the compared OMol25 structures with the same formula, charge and spin, the calculation gives 84.93 kJ/mol. The calculation puts the calculated total energy at -73368.6273 eV. The charge is 0. Its multiplicity is 1.